No. 1
This record from the Open Molecules 2025 dataset describes C13H15N3O4S2 as an isolated structure at a distorted geometry. The level of theory is the ωB97M-V functional and the def2-TZVPD basis.

```
37
Properties=species:S:1:pos:R:3:nbo_charge:R:1
C -3.691 -2.884 -0.824 -0.144
H -2.694 -2.324 -1.183 0.147
O -4.292 -2.189 0.123 -0.516
C -4.915 -1.048 -0.196 -0.137
C -3.889 -0.163 -0.548 0.177
N -3.928 0.737 -1.335 -0.237
N -2.924 1.514 -1.220 -0.339
C -2.051 1.486 -0.508 0.375
N -0.956 2.256 -0.383 -0.636
C 0.289 2.077 0.440 0.694
O 1.188 2.889 0.075 -0.577
C 0.116 1.527 1.696 -0.465
C 1.501 0.415 1.822 -0.787
H 2.390 1.291 1.825 0.316
H 1.517 0.037 2.745 0.263
S 1.381 -0.686 0.711 2.169
O 0.534 -0.360 -0.347 -0.959
O 1.180 -2.001 1.249 -0.931
C 3.199 -0.512 -0.197 -0.209
C 3.890 -1.670 0.132 -0.213
C 5.143 -1.687 -0.629 -0.196
C 5.493 -0.459 -1.069 -0.206
C 4.766 0.655 -1.306 -0.191
C 3.438 0.563 -0.639 -0.258
H 2.827 1.523 -1.145 0.289
H 5.190 1.439 -1.908 0.232
H 6.612 -0.714 -1.658 0.190
H 5.883 -2.371 -0.466 0.212
H 3.470 -2.613 0.662 0.268
H 0.232 2.174 2.635 0.276
H -0.643 0.909 1.868 0.236
H -0.801 2.759 -1.259 0.421
S -2.529 0.243 0.730 0.049
H -5.623 -1.181 -1.092 0.199
H -5.620 -0.794 0.693 0.226
H -3.404 -3.666 -0.514 0.140
H -4.351 -2.981 -1.968 0.120
```

Spin multiplicity: 1
HOMO, eV: -9.000
Molar mass, g/mol: 341.4
Relative energy (zero: lowest compared OMol25 entry of this formula, charge and spin), kcal per mole: 365.4
E_LUMO, eV: -0.09
HOMO-LUMO gap, eV: 8.91
Energy, eV: -48041.170
Maximum force, eV/Å: 19.01

***

No. 2
This record from the Open Molecules 2025 dataset describes a 12-piece molecular cluster, C12H48N8O12 overall at a distorted geometry. The level of theory is the ωB97M-V functional and the def2-TZVPD basis.

```
80
Properties=species:S:1:pos:R:3:mulliken_charge:R:1
C 2.973 1.708 1.201 -0.335
O 2.962 1.612 -0.181 -0.489
H 3.606 0.912 1.593 0.278
H 3.256 2.746 1.372 0.282
H 2.015 1.633 1.716 0.028
H 3.063 0.678 -0.380 0.140
C 4.271 -1.528 -0.363 0.092
O 5.154 -1.249 0.634 -0.553
H 3.294 -1.070 -0.207 -0.379
H 4.529 -1.205 -1.372 0.317
H 4.026 -2.589 -0.381 0.284
H 4.702 -1.445 1.459 0.334
C 2.496 -1.539 -3.813 -0.355
O 3.495 -0.953 -4.565 -0.515
H 2.330 -0.810 -3.020 -0.088
H 1.572 -1.575 -4.389 0.298
H 2.846 -2.481 -3.389 0.372
H 4.218 -1.584 -4.531 0.316
C 0.275 -1.299 3.918 0.233
O 1.402 -1.781 4.554 -0.511
H -0.626 -1.826 4.231 0.310
H 0.266 -0.209 3.942 0.082
H 0.387 -1.629 2.885 -0.297
H 1.291 -1.476 5.457 0.307
C -0.063 0.009 -0.264 0.068
O -0.953 0.454 -1.257 -0.246
H 0.850 0.314 -0.776 -0.093
H 0.095 0.539 0.675 -0.079
H -0.145 -1.024 0.076 -0.114
H -1.728 0.693 -0.744 0.605
C -3.446 0.434 -4.187 -0.671
O -3.499 -0.159 -2.946 -0.510
H -3.237 1.504 -4.182 0.230
H -2.648 -0.108 -4.694 0.282
H -4.339 0.267 -4.788 0.271
H -2.649 -0.008 -2.527 0.380
C -0.340 2.779 3.990 -0.872
O -0.463 2.234 2.699 -0.267
H 0.714 3.046 4.066 0.254
H -0.989 3.654 4.016 0.297
H -0.646 2.060 4.751 0.336
H -1.340 1.850 2.626 0.116
C 0.628 2.519 -3.170 -0.547
O -0.713 2.722 -2.719 -0.793
H 0.903 1.790 -3.933 0.294
H 0.913 3.480 -3.597 0.325
H 1.185 2.377 -2.244 0.164
H -1.009 1.919 -2.283 0.436
C 1.997 -4.432 1.067 0.593
O 2.042 -4.702 2.234 -0.667
N 1.558 -3.292 0.553 0.057
N 2.340 -5.225 0.113 -0.348
H 1.121 -2.590 1.133 -0.380
H 1.336 -3.187 -0.427 0.239
H 2.256 -4.910 -0.843 0.137
H 2.503 -6.201 0.313 0.236
C -2.601 -3.173 0.338 0.617
O -2.227 -2.350 1.152 -0.609
N -2.453 -4.434 0.332 -0.418
N -3.229 -2.722 -0.713 -0.332
H -2.890 -5.094 -0.296 0.168
H -1.928 -4.782 1.120 0.269
H -3.401 -1.729 -0.782 0.110
H -3.293 -3.289 -1.546 0.171
C -0.575 4.829 -0.008 0.563
O -0.488 5.509 1.004 -0.758
N -0.664 5.173 -1.204 -0.251
N -0.467 3.506 0.004 0.142
H -0.678 6.160 -1.420 0.202
H -0.654 4.420 -1.877 0.296
H -0.270 3.069 -0.885 0.357
H -0.495 2.916 0.823 -0.264
C -3.486 1.294 1.363 0.376
O -3.007 1.301 0.228 -0.753
N -4.080 2.297 1.961 -0.342
N -3.382 0.352 2.166 -0.143
H -4.362 2.153 2.920 0.159
H -4.686 2.795 1.325 0.270
H -3.718 0.454 3.113 0.184
H -3.002 -0.501 1.781 0.102
```

Spin multiplicity: 1
HOMO, eV: -8.361
Molar mass, g/mol: 496.6
SMILES string: NC(N)=O.NC(N)=O.NC(N)=O.NC(N)=O.CO.CO.CO.CO.CO.CO.CO.CO
Relative energy (zero: lowest compared OMol25 entry of this formula, charge and spin), kcal per mole: 103.2
E_LUMO, eV: 0.01
HOMO-LUMO gap, eV: 8.37
Energy, eV: -49710.477
Maximum force, eV/Å: 7.80

***

No. 3
This record from the Open Molecules 2025 dataset describes a 12-piece molecular cluster, C4H34N2O12 overall at a distorted geometry. The level of theory is the ωB97M-V functional and the def2-TZVPD basis.

```
52
Properties=species:S:1:pos:R:3:nbo_charge:R:1
N -0.820 -1.946 -0.497 -0.868
C 0.320 -0.984 -0.354 -0.080
C 0.257 -0.468 1.078 0.096
C 1.561 0.082 1.697 -0.643
O -0.678 0.593 1.075 -0.797
C 0.304 -0.103 -1.636 -0.234
N 0.333 -0.939 -2.865 -0.822
H -0.848 -2.336 -1.383 0.386
H -1.739 -1.579 -0.408 0.380
H 1.226 -1.601 -0.360 0.197
H -0.076 -1.205 1.761 0.198
H 2.471 -0.517 1.395 0.221
H 1.618 1.175 1.584 0.205
H 1.484 -0.140 2.757 0.208
H -0.738 1.096 1.886 0.511
H 1.095 0.706 -1.601 0.180
H -0.620 0.460 -1.828 0.196
H 1.266 -0.984 -3.071 0.342
H -0.161 -0.463 -3.521 0.363
H -2.875 0.561 0.839 0.496
H -4.085 -0.336 1.184 0.469
O -3.687 0.145 0.535 -0.965
H 1.955 -3.074 -1.149 0.474
H 2.892 -1.996 -1.857 0.474
O 2.923 -2.874 -1.308 -0.945
H -3.291 -0.209 -1.701 0.485
H -4.441 -0.800 -2.430 0.460
O -3.581 -0.544 -2.615 -0.948
H -2.534 1.467 -3.585 0.457
H -2.395 2.287 -2.241 0.484
O -3.065 1.962 -2.942 -0.982
H -0.979 2.406 -0.497 0.514
H -1.929 3.751 -0.773 0.510
O -1.421 2.994 -1.109 -0.983
H 4.538 -0.015 -1.909 0.482
H 4.418 -0.575 -0.433 0.492
O 4.020 -0.120 -1.143 -0.967
H -0.469 -3.296 0.676 0.510
H -0.415 -4.679 1.440 0.477
O 0.086 -3.862 1.359 -1.005
H 0.749 4.364 -0.598 0.486
H 1.363 4.927 0.807 0.495
O 0.650 4.608 0.267 -0.980
H 3.583 2.670 0.081 0.463
H 3.434 2.347 1.453 0.462
O 4.044 2.935 0.863 -0.923
H 0.460 -3.208 3.862 0.465
H -0.129 -2.943 2.659 0.484
O -0.164 -2.563 3.525 -0.990
H -1.677 0.188 4.100 0.481
H -0.245 -0.173 3.744 0.496
O -0.895 0.570 3.735 -0.965
```

Spin multiplicity: 1
HOMO, eV: -9.595
Molar mass, g/mol: 302.3
SMILES string: C[C@@H](O)[C@@H](N)CN.O.O.O.O.O.O.O.O.O.O.O
Relative energy (zero: lowest compared OMol25 entry of this formula, charge and spin), kcal per mole: 90.7
E_LUMO, eV: 0.15
HOMO-LUMO gap, eV: 9.75
Energy, eV: -32248.242
Maximum force, eV/Å: 4.52

***

Q: What is the energy in the second record?
A: -49710.477 eV

***

Q: Which value of energy does entry 1 give?
A: -48041.170 eV

***

Q: Number 1 is which compound?
A: C13H15N3O4S2

***

Q: Among the records above, which one has the highest maximum force?
A: C13H15N3O4S2